Entry from OMol25: an isolated molecule of C4H11N3O (the ωB97M-V functional and the def2-TZVPD basis).

Positions of all 19 atoms, in Å:
C 0.07 0.73 -0.66
N -1.14 0.91 0.15
C -2.45 0.92 -0.22
N -2.76 0.58 -1.50
O -3.33 1.12 0.61
C 1.27 0.31 0.16
N 1.48 -1.15 0.09
C 2.34 -1.60 1.19
H 0.25 1.71 -1.13
H -0.18 -0.10 -1.32
H -1.02 1.28 1.08
H -3.73 0.59 -1.75
H -2.10 0.26 -2.19
H 2.20 0.74 -0.25
H 1.01 0.54 1.24
H 0.69 -1.78 0.04
H 3.28 -1.05 1.05
H 1.93 -1.33 2.20
H 2.21 -2.68 1.20

Calculated values
SMILES   CNCCNC(N)=O
ΔE to the lowest compared entry with this formula, charge and spin   26.07 kcal per mole
Highest occupied orbital energy   -9.03 eV
Maximum force   1.8 eV/Å
Charge   0
Kohn-Sham gap   9.9 eV
E_LUMO   0.87 eV


Entry from OMol25: a 2-piece molecular cluster, C4H11N3O overall (the ωB97M-V functional and the def2-TZVPD basis).

Positions of all 19 atoms, in Å:
C -1.69 -0.19 1.32
N -1.10 0.48 0.16
C -0.25 1.71 0.47
N 0.28 2.14 1.53
H -1.81 0.68 -0.53
H 0.26 1.47 2.30
H -0.26 2.35 -0.40
H -0.87 -0.65 1.85
H -2.37 -0.97 0.99
H -2.18 0.48 2.03
C 1.24 -0.05 -1.83
C 0.73 -0.62 -0.51
N 0.64 -2.02 -0.56
O 1.24 -0.15 0.58
H 0.86 -2.48 0.31
H 1.11 -2.48 -1.32
H 0.66 -0.42 -2.68
H 1.23 1.04 -1.77
H 2.29 -0.32 -1.95

Calculated values
SMILES   [H]/N=C\NC.CC(N)=O
ΔE to the lowest compared entry with this formula, charge and spin   68.73 kcal per mole
Highest occupied orbital energy   -8.77 eV
Maximum force   7.1 eV/Å
Charge   0
Kohn-Sham gap   9.6 eV
E_LUMO   0.80 eV


Entry from OMol25: a 2-piece molecular cluster, C4H11N3O overall (the ωB97M-V functional and the def2-TZVPD basis).

Positions of all 19 atoms, in Å:
C 0.27 -1.55 0.70
N -0.39 -0.23 0.58
N -1.68 -0.26 1.21
C -0.74 0.33 -1.37
C 0.04 -0.20 -2.36
H -2.09 0.66 1.03
H -1.52 -0.24 2.22
H -1.81 0.33 -1.52
H 0.88 -1.59 1.60
H 0.93 -1.69 -0.15
H -0.45 -2.36 0.70
H 1.11 -0.36 -2.23
H -0.37 -0.42 -3.33
N 1.73 0.95 0.60
C 0.39 1.03 0.94
O -0.02 1.82 1.78
H 2.20 1.83 0.78
H 1.92 0.57 -0.32
H -0.39 1.38 -0.86

Calculated values
SMILES   CN(N)C(N)=O.C=C
ΔE to the lowest compared entry with this formula, charge and spin   111.23 kcal per mole
Highest occupied orbital energy   -7.31 eV
Maximum force   4.5 eV/Å
Charge   0
Kohn-Sham gap   8.1 eV
E_LUMO   0.79 eV


Entry from OMol25: a 2-piece molecular cluster, C4H11N3O2 overall (the ωB97M-V functional and the def2-TZVPD basis).

Positions of all 20 atoms, in Å:
C 0.57 1.45 -0.37
C 1.85 1.39 -1.22
C -1.58 -2.39 1.52
N 0.25 0.13 0.12
N -0.22 -2.04 1.14
C -0.25 -0.82 -0.49
N -0.49 2.05 -1.17
O 0.75 2.24 0.77
O -0.82 -1.42 -1.32
H 0.75 3.16 0.48
H 0.21 -1.17 1.64
H 0.36 -2.86 1.01
H -1.36 2.05 -0.63
H -0.64 1.53 -2.02
H 2.08 2.37 -1.61
H 2.67 1.04 -0.59
H 1.71 0.70 -2.05
H -1.63 -3.06 2.38
H -2.12 -1.48 1.76
H -2.07 -2.86 0.67

Calculated values
SMILES   C[C@](N)(O)N=C=O.CN
ΔE to the lowest compared entry with this formula, charge and spin   40.88 kcal per mole
Highest occupied orbital energy   -9.17 eV
Maximum force   2.9 eV/Å
Charge   0
Kohn-Sham gap   10.0 eV
E_LUMO   0.84 eV


Question: Among the records above, which one has the highest highest occupied orbital energy?
Answer: number 3